DFT (ωB97M-V/def2-TZVPD) results for one molecule with the formula C21H21N3O5S.

Element x y z (Å)
C (-4.129, -2.955, 1.747)
H (-3.472, -3.560, 2.369)
O (-3.578, -1.654, 1.746)
C (-4.396, -0.663, 1.181)
C (-4.424, -0.701, -0.359)
N (-3.069, -0.748, -0.863)
C (-2.499, -1.946, -1.180)
O (-3.109, -2.982, -1.286)
C (-0.993, -1.831, -1.329)
H (-0.654, -2.289, -2.261)
C (-0.345, -2.537, -0.130)
H (-0.666, -2.059, 0.799)
C (1.177, -2.538, -0.254)
O (1.786, -3.486, -0.689)
N (1.735, -1.365, 0.156)
C (3.071, -0.969, 0.110)
C (4.109, -1.843, -0.208)
C (5.411, -1.386, -0.223)
C (5.699, -0.057, 0.079)
C (4.657, 0.815, 0.395)
C (3.357, 0.365, 0.412)
H (2.550, 1.043, 0.652)
H (4.893, 1.843, 0.624)
C (7.079, 0.465, 0.074)
O (7.384, 1.605, 0.327)
O (8.001, -0.460, -0.242)
H (8.882, -0.056, -0.227)
H (6.216, -2.060, -0.469)
H (3.887, -2.869, -0.445)
H (1.098, -0.628, 0.435)
H (-0.687, -3.574, -0.133)
S (-0.625, -0.054, -1.383)
C (-2.275, 0.373, -0.822)
N (-2.719, 1.476, -0.425)
C (-2.045, 2.682, -0.365)
C (-2.402, 3.551, 0.666)
C (-1.791, 4.784, 0.776)
C (-0.833, 5.173, -0.147)
C (-0.492, 4.323, -1.186)
C (-1.090, 3.081, -1.299)
H (-0.838, 2.432, -2.124)
H (0.244, 4.626, -1.915)
H (-0.359, 6.139, -0.062)
H (-2.065, 5.448, 1.583)
H (-3.149, 3.236, 1.378)
H (-4.918, 0.195, -0.737)
H (-4.927, -1.599, -0.723)
H (-5.425, -0.737, 1.558)
H (-3.961, 0.288, 1.499)
H (-4.164, -3.385, 0.741)
H (-5.136, -2.952, 2.177)

Computed properties:
SMILES: COCCN1C(=O)[C@H](CC(=O)Nc2ccc(C(=O)O)cc2)S/C1=N\c1ccccc1
Gap between HOMO and LUMO (eV): 9.074
Highest occupied orbital energy (eV): -8.71
Charge: 0
ΔE to the lowest compared entry with this formula, charge and spin (kJ/mol): 5.93



DFT (ωB97M-V/def2-TZVPD) results for an isolated ion of composition C21H21O2 and charge +1 at a distorted geometry.

Element x y z (Å)
C (-1.109, 3.719, 3.912)
O (0.044, 3.159, 3.182)
C (-0.062, 2.638, 1.940)
C (1.131, 2.151, 1.312)
C (1.116, 1.447, 0.135)
C (-0.098, 0.937, -0.547)
C (-1.303, 1.673, 0.118)
O (-2.504, 1.775, -0.492)
C (-2.880, 1.218, -1.779)
C (-1.243, 2.493, 1.233)
H (-0.654, 4.156, 4.801)
H (-1.590, 4.533, 3.333)
H (-1.834, 2.978, 4.190)
H (2.063, 2.340, 1.848)
H (2.047, 1.195, -0.333)
H (-0.103, 1.225, -1.621)
H (-3.868, 1.627, -1.941)
H (-2.185, 1.544, -2.547)
H (-2.916, 0.129, -1.684)
H (-2.171, 3.002, 1.527)
C (-0.052, -0.555, -0.870)
C (1.179, -1.024, -1.812)
C (1.165, -0.629, -3.157)
C (2.278, -0.817, -3.969)
C (3.395, -1.530, -3.517)
C (3.344, -2.091, -2.231)
C (2.208, -1.910, -1.416)
C (-0.353, -1.517, 0.272)
C (-1.646, -2.036, 0.424)
C (-1.956, -2.830, 1.537)
C (-0.964, -3.168, 2.474)
C (0.337, -2.672, 2.290)
C (0.632, -1.881, 1.178)
H (-0.913, -0.600, -1.562)
H (0.299, -0.160, -3.592)
H (2.293, -0.431, -4.976)
H (4.303, -1.636, -4.114)
H (4.172, -2.694, -1.845)
H (2.182, -2.486, -0.487)
H (-2.440, -1.842, -0.287)
H (-2.965, -3.214, 1.691)
H (-1.185, -3.775, 3.353)
H (1.137, -2.887, 3.007)
H (1.669, -1.553, 1.023)

Computed properties:
Gap between HOMO and LUMO (eV): 7.215
Highest occupied orbital energy (eV): -11.87
Charge: +1
ΔE to the lowest compared entry with this formula, charge and spin (kJ/mol): 70.54



DFT (ωB97M-V/def2-TZVPD) results for an isolated ion of composition C21H21S and charge +1 at a distorted geometry.

Element x y z (Å)
C (-1.988, 0.123, 4.159)
C (-0.786, -0.632, 4.199)
C (-2.549, 0.528, 2.916)
C (-0.190, -1.031, 3.018)
C (-1.945, 0.089, 1.724)
C (-2.110, -1.564, -1.257)
C (-0.717, 0.389, -1.778)
C (-3.006, -1.176, -2.274)
C (-1.611, 0.740, -2.797)
C (4.059, 0.943, 0.051)
C (1.734, 0.866, 0.779)
C (3.890, -0.326, -0.532)
C (-0.782, -0.733, 1.776)
C (-0.992, -0.736, -1.007)
C (1.576, -0.389, 0.192)
C (-2.770, -0.040, -3.054)
C (2.976, 1.540, 0.711)
C (2.670, -1.011, -0.434)
S (0.032, -1.261, 0.309)
C (-3.718, 0.366, -4.127)
C (3.097, 2.894, 1.346)
C (2.594, -2.409, -0.999)
H (-2.462, 0.502, 5.066)
H (-0.305, -0.894, 5.149)
H (-3.482, 1.103, 2.853)
H (0.704, -1.640, 3.035)
H (-2.411, 0.403, 0.829)
H (-2.325, -2.462, -0.640)
H (0.164, 1.039, -1.595)
H (-3.899, -1.765, -2.464)
H (-1.337, 1.619, -3.429)
H (4.997, 1.501, 0.068)
H (0.888, 1.324, 1.264)
H (4.737, -0.820, -1.002)
H (-4.570, 0.887, -3.640)
H (-4.147, -0.501, -4.675)
H (-3.206, 0.990, -4.859)
H (3.019, 2.858, 2.439)
H (4.099, 3.324, 1.128)
H (2.362, 3.595, 0.987)
H (1.773, -2.486, -1.753)
H (3.544, -2.664, -1.522)
H (2.392, -3.084, -0.158)

Computed properties:
Gap between HOMO and LUMO (eV): 9.176
Highest occupied orbital energy (eV): -12.14
Charge: +1
ΔE to the lowest compared entry with this formula, charge and spin (kJ/mol): 1.44



DFT (ωB97M-V/def2-TZVPD) results for C21H22AlINO12 as an isolated structure.

Element x y z (Å)
C (0.032, -1.701, -0.680)
C (1.471, -1.308, -1.019)
C (1.735, -1.427, -2.521)
I (3.875, -1.288, -2.821)
Al (0.791, 0.001, -3.651)
N (1.472, 1.595, -2.939)
H (-0.103, -1.785, 0.405)
H (-0.217, -2.664, -1.131)
H (-0.681, -0.973, -1.071)
H (1.628, -0.263, -0.736)
H (2.153, -1.921, -0.417)
H (1.526, -2.454, -2.834)
H (-0.821, -0.138, -3.358)
H (1.063, -0.195, -5.243)
H (0.901, 2.385, -3.233)
H (1.370, 1.574, -1.926)
C (0.536, 6.431, 0.756)
C (-0.295, 5.732, -0.031)
C (0.197, 4.690, -1.032)
O (-0.684, 4.150, -1.678)
C (1.612, 4.427, -1.139)
C (2.436, 5.130, -0.349)
C (1.952, 6.174, 0.640)
O (2.811, 6.742, 1.297)
O (3.756, 4.983, -0.331)
O (-1.611, 5.860, -0.038)
H (0.196, 7.172, 1.465)
H (1.956, 3.656, -1.821)
H (4.083, 5.617, 0.338)
H (-1.917, 5.222, -0.722)
C (-0.936, 2.215, 1.710)
C (-1.440, 2.155, 2.949)
C (-0.643, 1.638, 4.136)
O (-1.225, 1.650, 5.210)
C (0.703, 1.173, 3.930)
C (1.214, 1.224, 2.687)
C (0.427, 1.776, 1.507)
O (1.020, 1.805, 0.448)
O (2.424, 0.819, 2.363)
O (-2.668, 2.531, 3.281)
H (-1.496, 2.571, 0.855)
H (1.256, 0.789, 4.775)
H (2.519, 0.954, 1.395)
H (-2.734, 2.368, 4.245)
C (-3.189, -7.272, -0.775)
C (-2.456, -6.538, -1.628)
C (-1.348, -5.605, -1.162)
O (-0.753, -5.012, -2.040)
C (-1.081, -5.482, 0.255)
C (-1.817, -6.213, 1.102)
C (-2.913, -7.157, 0.635)
O (-3.500, -7.768, 1.514)
O (-1.679, -6.199, 2.420)
O (-2.605, -6.543, -2.939)
H (-3.975, -7.939, -1.098)
H (-0.304, -4.802, 0.576)
H (-2.350, -6.828, 2.759)
H (-1.939, -5.908, -3.284)

Computed properties:
Gap between HOMO and LUMO (eV): 4.901
Highest occupied orbital energy (eV): -4.66
Charge: -1
ΔE to the lowest compared entry with this formula, charge and spin (kJ/mol): 0.00



DFT (ωB97M-V/def2-TZVPD) results for a 5-piece molecular cluster, C21H22Cl2N4 overall at a distorted geometry.

Element x y z (Å)
N (0.711, -3.651, -3.908)
C (1.397, -4.730, -3.529)
C (2.504, -4.676, -2.688)
C (2.946, -3.449, -2.238)
C (2.232, -2.321, -2.635)
C (1.136, -2.469, -3.458)
H (0.990, -5.672, -3.873)
H (3.019, -5.611, -2.503)
H (3.829, -3.328, -1.626)
H (2.554, -1.339, -2.310)
H (0.601, -1.584, -3.782)
N (-2.711, -2.561, 0.283)
C (-2.956, -2.730, -1.015)
C (-2.349, -3.713, -1.784)
C (-1.304, -4.433, -1.218)
C (-1.041, -4.249, 0.128)
C (-1.782, -3.328, 0.845)
H (-3.719, -2.079, -1.426)
H (-2.594, -3.791, -2.835)
H (-0.731, -5.119, -1.826)
H (-0.273, -4.864, 0.583)
H (-1.588, -3.248, 1.909)
N (2.200, 5.117, 2.184)
C (2.200, 4.066, 1.359)
C (2.456, 4.188, -0.003)
C (2.749, 5.422, -0.548)
C (2.742, 6.525, 0.311)
C (2.515, 6.304, 1.650)
H (2.063, 3.097, 1.820)
H (2.472, 3.274, -0.584)
H (2.976, 5.544, -1.597)
H (3.000, 7.472, -0.143)
H (2.528, 7.111, 2.373)
N (-1.890, 0.731, 2.382)
C (-2.509, 1.682, 1.658)
C (-3.132, 2.787, 2.216)
C (-3.058, 2.956, 3.595)
C (-2.481, 1.956, 4.356)
C (-1.915, 0.870, 3.705)
H (-2.416, 1.475, 0.600)
H (-3.473, 3.634, 1.636)
H (-3.439, 3.850, 4.071)
H (-2.397, 2.034, 5.431)
H (-1.455, 0.090, 4.301)
C (-0.153, -0.377, -0.305)
Cl (1.026, 0.895, 0.079)
Cl (-1.150, 0.080, -1.691)
H (0.408, -1.276, -0.544)
H (-0.737, -0.559, 0.594)

Computed properties:
SMILES: c1ccncc1.c1ccncc1.c1ccncc1.c1ccncc1.ClCCl
Gap between HOMO and LUMO (eV): 10.242
Highest occupied orbital energy (eV): -9.55
Charge: 0
ΔE to the lowest compared entry with this formula, charge and spin (kJ/mol): 14.43



DFT (ωB97M-V/def2-TZVPD) results for C21H22ClFN2O2 as an isolated structure at a distorted geometry.

Element x y z (Å)
O (-1.771, -1.563, -1.477)
C (-0.726, -0.811, -1.565)
N (-0.815, 0.589, -1.946)
H (-0.114, 1.067, -1.856)
C (-2.212, 0.957, -2.366)
H (-3.019, 0.247, -2.316)
H (-2.232, 1.592, -2.966)
C (-2.714, 2.063, -1.182)
C (-2.916, 1.252, 0.093)
C (-1.845, 1.129, 1.161)
C (-2.092, 0.564, 2.302)
C (-3.269, -0.322, 2.327)
C (-4.135, -0.565, 1.353)
C (-3.970, 0.523, 0.404)
F (-4.979, 0.463, -0.691)
H (-5.121, -1.013, 1.678)
H (-3.242, -1.218, 3.345)
H (-1.301, 0.289, 3.122)
H (-0.893, 1.890, 0.994)
H (-1.981, 2.875, -0.778)
H (-3.686, 2.501, -1.431)
C (0.406, -1.140, -1.001)
C (0.544, -1.389, 0.412)
N (1.850, -1.717, 0.924)
C (2.651, -2.457, -0.237)
O (3.934, -2.750, 0.147)
C (1.833, -3.599, -0.988)
C (0.986, -2.357, -1.912)
H (-0.027, -3.106, -2.059)
H (1.528, -2.300, -2.718)
H (1.197, -3.976, -0.456)
H (2.462, -4.051, -1.715)
C (2.592, -0.808, 1.688)
C (2.492, 0.426, 1.098)
C (3.139, 0.779, -0.067)
C (3.095, 2.293, -0.622)
C (2.299, 3.066, -0.219)
C (1.633, 2.819, 1.421)
C (1.739, 1.589, 1.746)
H (1.142, 1.469, 2.760)
H (1.126, 3.490, 1.792)
Cl (1.950, 4.684, -0.555)
H (3.462, 2.269, -1.555)
H (3.729, -0.058, -0.511)
H (1.962, -0.840, 2.570)
H (3.751, -1.259, 1.753)
H (0.262, -0.747, 0.951)
H (0.032, -2.502, 0.618)
H (1.265, -0.339, -1.468)

Computed properties:
Gap between HOMO and LUMO (eV): 8.580
Highest occupied orbital energy (eV): -8.83
Charge: 0
ΔE to the lowest compared entry with this formula, charge and spin (kJ/mol): 2046.79



DFT (ωB97M-V/def2-TZVPD) results for one molecule with the formula C21H22ClFN6O3S at a distorted geometry.

Element x y z (Å)
C (-0.797, 3.768, -2.435)
H (-0.818, 4.707, -2.155)
O (-0.796, 2.942, -1.114)
C (-1.317, 1.738, -1.153)
C (-1.952, 1.329, -0.050)
C (-2.371, 0.280, 0.287)
C (-2.462, -0.575, -0.713)
C (-1.768, -0.575, -1.950)
C (-1.180, 0.707, -2.206)
Cl (-0.525, 0.933, -3.672)
H (-1.588, -1.186, -2.627)
O (-2.848, -2.003, -0.426)
C (-3.197, -3.057, -1.425)
H (-3.498, -3.785, -0.754)
H (-2.029, -3.404, -1.662)
H (-3.596, -2.509, -2.209)
N (-2.938, -0.048, 1.608)
C (-2.588, -1.119, 2.372)
N (-3.074, -1.153, 3.654)
N (-3.645, 0.269, 3.557)
N (-3.472, 0.670, 2.315)
S (-1.479, -2.392, 1.896)
C (-0.491, -2.712, 3.458)
H (0.023, -3.504, 3.333)
H (-1.089, -3.036, 4.204)
C (0.295, -1.584, 3.621)
O (-0.027, -0.745, 4.396)
N (1.427, -1.421, 2.730)
C (1.547, -1.960, 1.407)
H (0.912, -2.963, 1.440)
C (1.308, -1.288, 0.258)
N (1.996, -0.098, 0.161)
C (2.280, 0.668, -0.881)
C (2.095, 2.071, -1.116)
C (2.510, 2.743, -2.249)
C (3.115, 1.964, -3.148)
C (3.040, 0.433, -3.286)
C (2.686, 0.190, -1.929)
H (2.833, -1.101, -2.003)
H (3.516, 0.158, -4.082)
F (3.171, 2.732, -4.337)
H (2.617, 4.055, -2.222)
H (1.848, 2.734, -0.286)
C (1.653, 0.810, 1.382)
H (2.530, 1.584, 1.413)
C (1.953, -0.207, 2.767)
H (1.705, 0.406, 3.641)
H (2.949, -0.404, 2.722)
H (0.791, 0.972, 1.556)
H (1.524, -1.684, -0.740)
H (0.170, -1.049, 0.273)
H (2.650, -2.416, 1.421)
H (-1.831, 2.025, 0.978)
H (0.015, 3.527, -3.025)
H (-1.782, 3.565, -2.995)

Computed properties:
SMILES: COc1cc(-n2nnnc2SCC(=O)N2CCN(c3ccc(F)cc3)CC2)c(OC)cc1Cl
Gap between HOMO and LUMO (eV): 8.226
Highest occupied orbital energy (eV): -7.94
Charge: 0



DFT (ωB97M-V/def2-TZVPD) results for one molecule with the formula C21H22F2N2O5.

Element x y z (Å)
C (-9.336, -1.105, -0.166)
H (-9.551, -0.176, -0.704)
O (-8.125, -1.682, -0.594)
C (-6.976, -0.970, -0.438)
C (-6.887, 0.298, 0.126)
C (-5.664, 0.936, 0.234)
C (-4.507, 0.318, -0.220)
C (-4.593, -0.955, -0.784)
C (-5.809, -1.590, -0.892)
H (-5.886, -2.573, -1.328)
H (-3.699, -1.446, -1.142)
N (-3.240, 0.915, -0.144)
C (-2.896, 2.116, 0.366)
O (-3.640, 2.929, 0.867)
C (-1.397, 2.416, 0.239)
H (-1.030, 2.836, 1.181)
H (-1.262, 3.174, -0.542)
O (-0.648, 1.251, -0.102)
C (0.591, 1.145, 0.387)
O (1.135, 1.980, 1.058)
C (1.208, -0.191, 0.009)
N (2.633, -0.114, 0.199)
C (3.501, -0.478, -0.769)
O (3.169, -0.964, -1.826)
C (4.941, -0.259, -0.393)
C (5.824, 0.384, -1.257)
C (7.167, 0.539, -0.959)
C (7.659, 0.028, 0.229)
C (6.816, -0.621, 1.114)
C (5.479, -0.750, 0.792)
F (4.665, -1.386, 1.660)
H (7.179, -1.028, 2.045)
H (8.705, 0.137, 0.467)
H (7.805, 1.053, -1.659)
F (5.358, 0.903, -2.399)
H (2.942, 0.386, 1.019)
C (0.561, -1.323, 0.849)
C (0.877, -1.156, 2.334)
H (0.327, -1.893, 2.914)
H (0.599, -0.166, 2.689)
H (1.938, -1.307, 2.515)
C (1.044, -2.680, 0.349)
H (0.832, -2.803, -0.710)
H (0.552, -3.478, 0.899)
H (2.117, -2.775, 0.494)
H (-0.522, -1.251, 0.702)
H (1.029, -0.391, -1.054)
H (-2.485, 0.364, -0.531)
H (-5.606, 1.918, 0.672)
H (-7.766, 0.807, 0.488)
H (-10.107, -1.839, -0.394)
H (-9.330, -0.909, 0.911)

Computed properties:
SMILES: COc1ccc(NC(=O)COC(=O)[C@@H](NC(=O)c2c(F)cccc2F)C(C)C)cc1
Gap between HOMO and LUMO (eV): 8.697
Highest occupied orbital energy (eV): -8.12
Charge: 0
ΔE to the lowest compared entry with this formula, charge and spin (kJ/mol): 59.81